No. 1
This record from OMol25 describes a 12-piece molecular cluster, C36H64O28 overall in a non-equilibrium geometry. The level of theory is ωB97M-V/def2-TZVPD.

The HOMO energy comes out at -0.3691 hartree. As for the charge: 0. The value obtained for the electronic energy is -3516.91039 Ha. As for the energy above the lowest of the compared OMol25 structures with the same formula, charge and spin: 0.646 eV.

Last column: Löwdin charge in e.
Cartesian coordinates (Å):
O -0.44638 3.63793 6.38557  0.08
O -1.23003 6.46527 0.40339  -0.12
O -0.37712 2.16068 1.58637  0.15
O 2.36022 5.85086 -4.82982  0.07
O 5.19075 -3.17819 -0.97389  0.10
O -4.62859 3.34738 4.70125  0.06
O -0.13968 -0.86825 -6.46303  0.07
O 3.64550 -2.75390 0.57842  0.00
O 0.69791 -2.88376 -6.69548  0.10
O 0.19030 2.00123 5.07721  0.08
O -0.39471 -2.35941 -4.81208  0.15
O -1.16348 0.57277 0.23358  0.08
O 3.20267 -2.30072 -1.56849  0.18
O -4.18582 3.12844 2.55009  0.09
O 1.01382 0.76274 0.56513  0.03
O 3.14927 -0.27798 5.65707  0.15
O -5.75065 -6.03489 -1.45737  0.07
O -4.21331 -4.64168 -2.24472  0.09
O -4.13594 5.16516 3.48539  0.16
O 2.55529 3.66867 -4.52104  0.09
O 5.42585 0.74733 -0.12438  -0.12
O -6.02253 0.69388 -0.12869  -0.13
O 1.25486 -1.19360 4.86122  0.11
O -0.03443 -3.69581 1.04684  -0.13
O 2.69219 -0.31320 3.45943  0.06
O -5.59573 -5.65701 -3.67820  0.16
O -1.91656 2.01627 5.83065  0.16
O 4.32609 4.84258 -5.21955  0.16
C 5.79382 -3.55974 0.25143  -0.32
C -5.16650 -5.38610 -0.32651  -0.10
C 0.04152 -2.05792 -5.88337  -0.58
C 0.53927 3.24129 -3.17191  -0.02
C -4.81735 1.95470 4.46380  -0.08
C 0.96816 -4.69606 1.07014  -0.14
C -5.03801 1.08609 -1.07666  -0.15
C 0.52068 -0.83173 -7.73379  -0.07
C 1.79881 3.07576 3.66013  0.00
C 0.71579 -3.06630 -9.07677  -0.02
C 4.79158 -3.18337 1.32897  -0.08
C -3.86992 -4.78408 -0.84586  -0.30
C 1.15215 -2.23713 -7.87978  -0.30
C -1.05837 5.47092 1.40500  -0.16
C -0.60931 -1.18301 3.34512  0.01
C 0.90918 -0.36997 -0.29949  -0.06
C 1.14543 3.92174 -4.36097  -0.31
C 0.80711 4.08043 5.87678  -0.07
C -4.47418 1.80349 2.96105  -0.29
C 1.11872 5.44055 -4.27542  -0.10
C -4.25471 3.99374 3.55670  -0.58
C 1.32184 2.86766 5.08954  -0.29
C 0.82439 -1.64947 3.57255  -0.28
C -1.11689 -0.61792 -1.84517  -0.01
C 7.15284 -2.85609 0.36217  -0.01
C -3.54578 -3.40391 -0.33033  -0.02
C 3.18156 4.78424 -4.90520  -0.59
C 2.43577 -0.58749 4.74802  -0.58
C -0.63163 -0.60263 -0.41063  -0.27
C -5.22077 -5.46726 -2.56380  -0.57
C -0.83350 2.49936 5.76326  -0.55
C 1.85895 -1.11151 2.61266  -0.08
C 3.91694 -2.73452 -0.73355  -0.55
C -0.18929 1.21496 0.87449  -0.60
C 4.52293 0.73534 0.98957  -0.13
C -3.23871 0.93548 2.77599  -0.02
H 0.67323 3.59979 -5.29212  0.16
H -1.87312 4.74744 1.38783  0.07
H -4.12583 1.44237 5.12996  0.11
H 3.47271 0.86457 0.73407  0.07
H -0.15440 4.90512 1.16839  0.06
H -0.25271 -0.64603 -8.48234  0.13
H -4.42795 -2.76318 -0.33907  0.09
H 1.33664 -0.20519 -1.28451  0.14
H -3.15552 -3.51791 0.68801  0.08
H 1.42325 -0.47173 1.84399  0.09
H -2.31082 1.42757 3.06668  0.07
H 7.75055 -3.12439 -0.50662  0.09
H -2.16817 6.60708 0.26327  0.07
H -0.35719 -3.25488 -9.09632  0.09
H -0.63570 -0.11922 3.10894  0.07
H -0.52843 3.48899 -3.17992  0.10
H 0.62130 4.91766 5.19807  0.13
H 0.31371 5.89974 -4.85737  0.14
H -0.63072 -1.44838 -2.36293  0.09
H 5.38051 1.64241 -0.47721  0.08
H 7.63299 -3.21554 1.27501  0.09
H 0.54294 -5.68650 0.89060  0.09
H -4.93502 -6.09559 0.46621  0.14
H 1.23077 -0.00880 -7.67978  0.13
H 5.09890 -2.43673 2.06281  0.13
H -5.84183 -4.60597 0.02757  0.14
H -5.37750 1.96519 -1.63096  0.08
H 4.86350 1.46236 1.72766  0.09
H 1.26128 -4.00732 -9.07503  0.09
H -0.91110 5.89883 2.39903  0.08
H 0.87422 -2.74244 3.59073  0.14
H -4.06867 1.33782 -0.63637  0.07
H 1.47477 4.40083 6.67135  0.13
H -6.57018 1.45658 0.06721  0.07
H -3.34160 -0.02383 3.28119  0.09
H -0.88248 0.28198 -2.41189  0.08
H -3.01589 -5.45442 -0.72298  0.15
H -2.19558 -0.77485 -1.86901  0.08
H -3.10312 0.75863 1.70489  0.07
H 7.07369 -1.76974 0.40751  0.08
H 1.30315 -1.28321 0.14226  0.10
H 1.65770 -4.61812 1.91231  0.07
H 2.45799 -1.86583 2.10207  0.11
H 0.94569 -2.51767 -9.99299  0.09
H 2.82350 3.44546 3.74453  0.09
H -0.90609 -1.50612 0.13380  0.12
H -2.75512 -2.83352 -0.81800  0.07
H -5.29473 1.38855 2.38017  0.13
H 1.16383 3.79977 3.15005  0.07
H 2.09175 2.33703 5.65742  0.15
H 1.58377 -4.55726 0.17801  0.08
H -5.84915 1.69228 4.70003  0.13
H 1.79377 2.16788 3.06444  0.06
H 0.59453 2.15386 -3.16661  0.07
H -0.69018 -3.83546 1.73473  0.07
H 0.85413 3.62540 -2.20034  0.09
H 2.23151 -2.07562 -7.92624  0.15
H -4.91636 0.26826 -1.78850  0.07
H 4.62964 -0.24684 1.45175  0.06
H 4.42262 -4.03207 1.91211  0.13
H -0.99920 -1.75373 2.49703  0.07
H -1.24264 -1.38780 4.20508  0.10
H 0.99459 5.90875 -3.29314  0.14
H 6.02156 -4.62864 0.27044  0.15

No. 2
This record from OMol25 describes C36H65BF4N2ORhSSi2Te as an isolated structure. The level of theory is ωB97M-V/def2-TZVPD.

The HOMO energy (spin up / spin down) comes out at -0.3705 / -0.4135 hartree. As for the charge: +1. As for the multiplicity: 5. The value obtained for the electronic energy is -3375.61624 Ha. As for the energy above the lowest of the compared OMol25 structures with the same formula, charge and spin: 0.237 eV. As for the expectation value of S²: 6.020.

Last column: Löwdin spin population.
Cartesian coordinates (Å):
Te 0.39190 -2.44148 0.31688  0.67
Rh -0.28766 0.41945 0.76475  1.97
S -2.20476 1.62680 -0.09796  0.11
Si 1.86450 -3.70873 -2.45872  0.02
Si -0.07480 -4.75119 2.68374  0.02
F -3.97719 -1.41185 -0.81346  0.00
F -1.71821 -1.39170 -1.32832  0.02
F -2.61375 -3.19353 -0.22719  0.02
F -2.39132 -1.19842 0.86235  0.05
O 1.15652 3.39394 -3.08090  0.00
N -0.47642 2.30635 -1.99851  0.01
N -2.67889 1.99498 -2.67554  0.00
C 3.46888 -3.77235 -1.51043  0.00
C -0.96474 0.23423 -5.81726  0.00
C 1.25218 -3.69381 1.76346  0.09
C 3.54870 2.41143 -0.85905  0.00
C -0.15827 2.89225 -5.62639  0.00
C -0.35117 3.80331 2.53869  0.02
C 0.40072 -3.83675 -1.24764  0.10
C 0.73783 -0.72605 4.27995  0.00
C 1.58415 0.57886 1.95550  0.09
C -0.87725 -5.91121 1.47335  0.00
C 0.51763 4.59727 3.53478  0.02
C 4.47857 0.90806 0.90555  0.01
C -0.64001 0.76692 -4.58004  0.00
C 0.02530 0.60871 4.01842  0.00
C 3.01777 -0.01694 -0.89109  0.03
C 1.32992 2.61151 1.01665  0.15
C -0.90378 1.03287 -6.95291  0.00
C -1.77897 1.98424 -1.72030  0.02
C 1.62910 -2.10920 -3.38844  0.00
C -0.59955 4.71015 1.32137  0.00
C 2.06778 1.44149 0.91385  0.13
C -1.36853 -3.61560 3.39237  0.01
C 1.71515 -5.18074 -3.57948  0.01
C 0.87362 -5.65570 4.00012  0.00
C 0.58867 1.24886 2.73474  0.06
C -1.73193 3.52035 3.14137  0.00
C 0.19297 2.67771 -3.18515  0.00
C -4.91068 3.67180 -1.38955  0.00
C -1.47459 0.28354 3.92287  0.01
C 0.30208 1.48266 5.24817  0.00
C -5.03294 2.76039 -2.60555  0.00
C 3.25942 1.19072 0.01460  0.01
C 0.43169 2.55982 2.12985  0.23
C -4.08164 1.57222 -2.56326  0.00
C -0.50332 2.35938 -6.85818  0.00
C -0.24342 2.10048 -4.48568  0.00
B -2.73840 -1.80256 -0.38908  0.01
H -1.53954 -6.58454 2.02402  0.00
H 2.87967 -0.92403 -0.29527  0.02
H 1.48181 3.47374 0.38574  0.00
H 2.50745 -5.16651 -4.33279  0.00
H -1.09838 5.61915 1.66220  0.00
H 4.66526 1.74220 1.58442  0.00
H 0.54724 -1.44529 3.47912  0.00
H 1.42986 -4.96063 4.63371  0.00
H 4.31400 -3.58651 -2.17770  0.00
H 0.94121 -2.26778 -4.22227  0.00
H -2.30855 2.84968 2.50322  0.00
H 0.07067 2.51088 -1.16877  0.00
H 0.85578 3.98899 4.37146  0.00
H 0.75638 -5.18617 -4.10239  0.00
H 2.56716 -1.72059 -3.78905  0.00
H -5.11583 3.12151 -0.46981  0.00
H -0.15709 -6.53284 0.93455  0.00
H 1.40119 4.99636 3.03194  0.00
H -0.02204 0.95115 6.14540  0.00
H -0.45250 2.97581 -7.74564  0.00
H -1.26142 4.22587 0.59836  0.00
H -6.04515 2.35749 -2.67391  0.00
H -2.28101 4.46058 3.21716  0.00
H -1.49731 -5.37112 0.75200  0.00
H 1.19186 -1.34395 -2.74271  0.00
H 3.61252 -4.76277 -1.06967  0.00
H 1.58369 -6.36245 3.56407  0.00
H 4.33640 0.00680 1.50654  0.00
H 3.87177 -0.18185 -1.55244  0.00
H 0.34942 -1.15905 5.20254  0.00
H -0.05640 5.43793 3.93053  0.00
H -2.37509 2.27817 -3.59671  0.00
H -1.68509 3.09980 4.14153  0.00
H 5.36850 0.76521 0.28918  0.00
H 0.35338 -4.80866 -0.75567  0.01
H 2.12759 0.13485 -1.50732  0.00
H 2.71488 2.64857 -1.52166  0.00
H -5.61566 4.50025 -1.45381  0.00
H -1.77589 -0.30838 4.79055  0.00
H 1.81573 -0.59908 4.39832  0.00
H -1.16621 0.61732 -7.91727  0.00
H -0.22572 2.43057 5.22442  0.00
H -2.24043 -4.20828 3.68020  0.00
H -0.53543 -3.65938 -1.77936  0.01
H 1.77107 -3.06096 2.48624  0.00
H 3.52117 -3.03175 -0.70812  0.00
H -0.69751 0.15191 -3.68860  0.00
H 1.80401 -6.11537 -3.02119  0.00
H -4.27028 0.89237 -3.39467  0.00
H -2.09669 1.17323 3.89801  0.00
H 0.19396 -6.22114 4.64284  0.00
H 1.37040 1.68869 5.34844  0.00
H -1.01478 -3.08774 4.27973  0.00
H 2.07145 -0.33827 2.24795  0.01
H -1.70207 -0.30899 3.03247  0.00
H -4.86276 3.33093 -3.52388  0.00
H -3.90834 4.09892 -1.30653  0.00
H 4.42423 2.21705 -1.48076  0.00
H -4.19180 1.00403 -1.64299  0.00
H 3.76170 3.29436 -0.25331  0.00
H -1.26640 -0.80172 -5.89629  0.00
H 0.18032 3.91633 -5.53587  0.00
H -1.71903 -2.87592 2.66543  0.01
H 0.31410 5.02239 0.81784  0.00
H 1.97577 -4.33433 1.25297  0.01